(1)
The following is a quantum chemistry calculation of a structure of composition C29H45BN7P2Yb, from the OMol25 dataset.

The geometry in XYZ format:
```
85
Properties=species:S:1:pos:R:3:lowdin_charge:R:1
Yb 0.10 -0.68 0.24 1.415
P 2.01 1.51 0.33 0.824
P -1.35 1.84 0.36 0.843
N -1.76 -1.30 1.46 -0.046
N 2.59 -1.85 2.83 0.209
N -1.87 -1.10 -1.92 -0.029
N -1.11 -3.25 -0.86 -0.031
N -0.63 -0.52 -1.93 -0.056
N -2.65 -1.73 0.50 -0.037
N 0.17 -2.89 -0.55 -0.024
C 0.16 -5.00 -1.28 0.027
C 0.83 0.73 -3.49 -0.378
C -2.45 -1.19 2.60 -0.264
C -2.64 2.11 1.62 -0.241
C 2.44 -3.89 -0.74 -0.346
C -0.77 4.54 0.72 -0.076
C -3.79 -1.54 2.38 0.013
C 1.83 -1.49 2.05 -0.091
C 0.03 5.65 0.88 -0.036
C -2.48 -0.82 -3.08 -0.037
C -1.64 -0.07 -3.87 0.019
C -2.28 2.22 -1.15 -0.231
C -0.58 0.07 3.75 -0.072
C -0.47 0.08 -3.11 -0.284
C 0.95 -3.94 -0.83 -0.261
C -1.13 -4.52 -1.29 -0.023
C 3.14 1.40 1.76 -0.266
C 1.41 5.51 0.88 -0.037
C -2.87 -0.05 4.81 -0.048
C 1.17 3.12 0.57 -0.386
C 3.19 1.84 -1.02 -0.236
C 0.69 2.24 -3.66 -0.057
C -1.85 -0.76 3.92 -0.342
C 1.38 0.08 -4.76 -0.041
C 2.97 -2.47 -0.97 -0.067
C 1.98 4.26 0.72 -0.082
C -3.86 -1.88 1.05 -0.035
C -0.22 3.26 0.56 -0.385
C 2.95 -4.54 0.56 -0.048
B -2.28 -2.24 -0.93 -0.511
H -2.67 3.24 -1.10 0.059
H -1.82 0.29 -4.87 0.126
H -3.12 1.53 -1.23 0.057
H 4.02 -4.39 0.68 0.086
H 3.75 2.30 1.83 0.052
H -4.59 -1.56 3.10 0.119
H 2.81 -4.50 -1.57 0.148
H 3.06 4.17 0.73 0.103
H -3.25 -2.78 -1.37 0.130
H -2.42 0.19 5.77 0.091
H -1.85 4.67 0.73 0.107
H 2.58 1.28 2.69 0.042
H -3.21 0.88 4.35 0.080
H 2.43 -4.14 1.43 0.053
H 2.69 -2.10 -1.96 0.083
H -0.42 6.63 1.00 0.123
H 2.76 -5.61 0.54 0.090
H 1.53 0.52 -2.68 0.088
H 3.73 0.92 -1.28 0.053
H 1.63 2.67 -4.01 0.089
H 2.66 2.20 -1.90 0.024
H 3.80 0.54 1.63 0.040
H -2.20 2.33 2.59 0.045
H -3.27 2.95 1.33 0.056
H -0.25 0.46 4.71 0.099
H -3.47 -1.22 -3.29 0.139
H 3.24 -2.19 3.51 0.137
H 0.73 0.28 -5.61 0.091
H 3.91 2.59 -0.70 0.056
H -2.05 -4.98 -1.59 0.139
H 1.48 -1.00 -4.65 0.087
H 2.05 6.38 1.00 0.122
H -3.74 -0.67 5.00 0.082
H -0.08 2.48 -4.41 0.096
H 2.37 0.49 -5.00 0.089
H -0.74 0.92 3.09 0.044
H -4.69 -2.23 0.46 0.138
H 0.41 2.75 -2.73 0.065
H -3.26 1.22 1.70 0.040
H 0.24 -0.54 3.37 0.004
H -1.57 -1.69 4.44 0.151
H 2.60 -1.76 -0.23 -0.007
H -1.67 2.11 -2.04 0.018
H 4.06 -2.45 -0.90 0.095
H 0.50 -5.97 -1.60 0.124
```

spin multiplicity = 2
electronic energy = -3381.29535 Ha
HOMO-LUMO gap (alpha / beta) = 8.72 / 8.17 eV
net charge = +2
expectation value of S² = 0.75

(2)
The following is a quantum chemistry calculation of a structure of composition C29H45BrClCsF7N4Na2O10PS5 in a non-equilibrium geometry, from the OMol25 dataset.

The geometry in XYZ format:
```
106
Properties=species:S:1:pos:R:3:lowdin_charge:R:1
Cs -3.42 -5.05 0.72 1.343
Br -0.38 2.84 1.47 0.798
Cl -0.21 5.45 0.65 -0.400
S 8.05 -3.58 -5.24 0.578
S -0.50 -0.66 -0.70 0.994
S 0.11 -4.04 0.07 0.278
S 5.80 -1.18 0.81 0.656
S 10.17 -5.13 -4.81 0.572
P -1.43 -3.82 -1.13 0.214
Na -1.55 4.41 -4.72 0.699
Na 1.18 2.34 -0.93 0.417
F 10.28 -7.16 -6.50 0.109
F 5.60 -2.92 -6.04 0.110
F 11.62 -7.34 -4.82 0.121
F 5.78 -4.95 -5.33 0.109
F 6.56 -4.43 -7.26 0.111
F -0.94 -3.95 2.52 -0.870
F 9.50 -7.68 -4.56 0.109
O -0.82 6.63 3.93 -0.115
O 7.72 -3.15 -3.90 -0.297
O 6.38 -0.83 2.08 -0.328
O -5.09 2.82 1.47 0.049
O 10.31 -5.03 -3.38 -0.292
O 3.82 2.38 1.28 -0.341
O 4.38 -1.34 0.63 -0.337
O 8.60 -2.55 -6.09 -0.287
O -4.49 3.22 -0.51 -0.145
O 11.19 -4.45 -5.58 -0.288
N -5.17 3.64 0.63 0.003
N 8.68 -5.02 -5.37 -0.294
N -10.40 -1.51 4.48 0.262
N -2.62 1.32 0.42 -0.082
C -4.23 -2.83 -0.12 -0.307
C -7.09 -3.38 1.02 -0.085
C -4.52 -0.34 0.53 0.058
C -0.04 1.45 -2.72 -0.076
C 6.43 -0.06 -0.43 -0.230
C 6.43 -3.98 -6.00 -0.660
C -1.61 8.82 3.30 -0.103
C -5.14 -1.68 0.37 -0.099
C -2.71 -2.49 -0.46 -0.403
C 6.64 -2.64 0.19 -0.217
C 7.38 -2.20 -1.08 -0.225
C -0.39 2.84 -3.32 -0.065
C -3.10 -0.03 0.22 -0.155
C 10.41 -6.90 -5.19 -0.662
C -2.23 3.15 -1.40 -0.075
C -1.67 1.74 4.28 -0.114
C -2.21 -1.15 -0.29 -0.396
C -2.55 1.79 2.96 -0.281
C -7.84 0.42 0.98 -0.121
C -0.82 0.98 -1.47 -0.402
C -3.36 4.07 -0.81 -0.126
C -1.75 1.43 1.66 -0.576
C -0.67 8.02 4.18 -0.333
C -6.70 -1.87 0.71 -0.306
C 7.71 -0.72 -0.93 -0.214
C 4.18 1.65 2.34 -0.416
C -1.52 3.65 -2.61 -0.070
C -1.90 1.81 -0.78 -0.172
C -7.28 -0.83 1.80 -0.202
H -3.68 4.76 -1.65 0.125
H -0.88 8.20 5.24 0.106
H -1.42 8.62 2.25 0.066
H -4.67 -3.91 -0.26 -0.125
H -1.86 4.69 -3.02 0.086
H 3.37 1.25 2.99 0.051
H -7.24 -1.62 -0.26 0.136
H -6.43 -0.51 2.46 0.107
H 0.73 0.79 -3.17 0.122
H -2.65 8.53 3.50 0.069
H 5.90 -3.41 -0.02 0.101
H 6.59 0.92 0.01 0.110
H -1.97 2.60 4.96 0.083
H -8.85 0.13 0.60 0.073
H -10.99 -1.11 3.75 0.140
H 0.22 3.16 -4.23 0.108
H -3.00 4.71 0.04 0.107
H -3.47 1.14 3.09 0.105
H -6.73 -4.02 0.16 0.069
H -5.13 0.51 0.92 0.079
H 8.05 -0.28 -1.87 0.117
H -8.21 -3.42 0.95 0.080
H -1.51 9.89 3.49 0.067
H -6.73 -3.73 2.01 0.088
H -1.84 0.81 4.89 0.078
H 8.28 -2.80 -1.24 0.116
H -10.94 -1.58 5.35 0.144
H -0.57 1.85 4.10 0.059
H -9.58 -0.92 4.63 0.138
H 5.68 0.01 -1.23 0.104
H -2.09 -5.11 -1.19 -0.153
H -7.90 1.35 1.61 0.073
H -10.09 -2.45 4.19 0.137
H -0.99 -3.48 -2.44 -0.019
H 7.33 -2.99 0.96 0.102
H -0.62 6.48 3.00 -0.020
H -7.19 0.67 0.10 0.075
H -8.14 -1.28 2.39 0.067
H 4.75 0.72 2.12 0.014
H -1.20 0.45 1.83 0.111
H 8.51 -0.59 -0.19 0.118
H 0.38 8.30 3.98 0.110
H 4.83 2.14 3.10 0.061
H 6.74 -2.34 -1.95 0.094
H -2.89 2.86 2.86 0.094
```

spin multiplicity = 1
electronic energy = -8512.91263 Ha
HOMO-LUMO gap = 0.96 eV
net charge = 0